Entry 1:
58
Properties=species:S:1:pos:R:3:forces:R:3 method="wB97M-V/def2-TZVPD" e_homo_ev=-11.9 e_above_lowest_kcal_mol=16.6 gap_ev=7.78 total_charge=+2
C 1.05056 2.29526 -0.84847 -0.9761 -0.1725 0.5660
C 2.33153 1.58134 -1.15895 1.3928 0.7892 0.3646
N 2.53110 1.32387 -2.60098 -0.6112 -0.6051 -0.2316
C 3.73773 1.34960 -3.25086 0.5131 -0.1725 0.8653
C 3.52254 1.09354 -4.55521 -0.5594 -0.1152 -0.3957
N 2.15900 0.91585 -4.69830 0.4624 -0.2479 0.5937
C 1.58962 1.03384 -3.49352 0.0658 0.5038 -0.4126
C 1.47849 0.75779 -5.96883 -0.7795 0.4306 -0.2279
H 1.04416 2.64171 0.18699 0.4163 -0.1264 0.0226
H 0.21450 1.58670 -0.84184 -0.0168 0.0452 -0.2851
H 0.80848 3.15359 -1.47654 0.2952 -0.1138 -0.2782
H 2.51133 0.70762 -0.53100 -0.5800 -0.3576 -0.3542
H 3.21129 2.18215 -0.90598 -0.2993 0.3294 0.0155
H 4.62946 1.45371 -2.65466 0.1298 0.1985 -0.3261
H 4.16578 1.00806 -5.41211 0.1811 0.0512 0.1153
H 0.52837 1.04195 -3.31761 0.0103 -0.1662 0.0793
H 2.12094 0.30384 -6.71506 0.1695 0.0144 0.1222
H 1.15937 1.75121 -6.29203 0.1036 -0.1568 -0.2400
H 0.58465 0.14714 -5.85726 0.1151 -0.0917 0.1232
C 3.71881 -6.18742 1.42718 0.6733 -0.1173 -0.7260
C 2.91617 -5.88927 2.67956 0.6105 -0.9902 0.0837
N 2.33220 -4.56200 2.66354 -1.0678 0.4280 0.3537
C 2.88784 -3.39450 2.22156 0.4642 0.3433 -0.0732
C 1.99554 -2.38990 2.43835 0.4069 -0.1832 -0.0223
N 0.90577 -2.97186 3.03533 -0.0907 -0.1295 -0.4186
C 1.11618 -4.27983 3.14632 0.7093 -0.2644 0.0728
C -0.32009 -2.29921 3.38045 -1.3232 0.1014 1.3375
H 3.31986 -5.68046 0.54719 0.0266 0.1314 0.0923
H 3.79591 -7.23444 1.12903 -0.5468 -0.1381 0.4940
H 4.77458 -5.93668 1.55438 -0.1583 0.4791 -0.0373
H 3.58215 -5.97998 3.53960 -0.1851 0.1025 0.1029
H 2.11020 -6.60807 2.81979 -0.0816 0.1248 -0.0405
H 3.89863 -3.37216 1.85308 -0.0854 0.0819 -0.1362
H 2.03911 -1.32363 2.24945 -0.1054 0.1631 0.0803
H 0.50277 -5.02261 3.62716 -0.2940 0.1903 -0.0936
H -0.17469 -1.47613 4.07889 0.5262 0.1899 -0.3788
H -0.95394 -2.98386 3.95149 0.1458 -0.2298 -0.2580
H -0.91056 -1.94771 2.54030 0.4443 -0.0230 -0.3303
C -2.64349 0.55520 1.69256 0.4882 -0.4056 0.4874
C -3.67205 1.61831 2.04146 0.9180 -0.1519 0.2432
N -3.92997 2.53081 0.91845 -1.3140 0.4867 0.1914
C -2.99792 3.12072 0.10454 0.8785 -0.8638 0.0834
C -3.63875 3.88016 -0.80482 -0.5782 0.7228 0.6207
N -4.97440 3.87457 -0.43138 0.1888 -0.9391 -0.4332
C -5.12475 3.03239 0.59086 -0.0051 0.5949 -0.4637
C -6.02651 4.58887 -1.15619 0.0963 1.3536 1.2468
H -1.60737 0.88304 1.80812 0.0226 0.2548 -0.2490
H -2.77703 0.07774 0.72179 -0.2121 0.1812 -0.0569
H -2.73341 -0.23075 2.44633 -0.1247 -0.0116 -0.0534
H -3.28750 2.23876 2.85090 -0.0754 -0.0956 0.1249
H -4.56993 1.11712 2.39192 -0.4148 0.4509 -0.3920
H -1.95121 2.92192 0.27453 -0.0184 -0.0172 -0.2303
H -3.27576 4.52864 -1.58134 0.0428 -0.0679 -0.0495
H -6.08962 2.92027 1.05681 0.1695 -0.5233 0.2324
H -6.02264 5.61142 -0.75521 0.3637 0.0687 -0.5669
H -7.03471 4.30507 -0.86239 0.1591 -0.8991 -0.4566
H -5.77406 4.57271 -2.20719 -0.4656 -0.0719 -0.1405
Cl 1.21575 1.06395 2.40979 -0.2207 -0.3635 -0.3567

Entry 2:
12
Properties=species:S:1:pos:R:3:forces:R:3 method="wB97M-V/def2-TZVPD" e_homo_ev=-8.7 e_above_lowest_kcal_mol=142.8 gap_ev=8.43 total_charge=0
C 0.11506 0.89176 -0.86249 -0.4360 -0.4078 -2.0676
C -0.55347 0.15875 1.27685 -0.8511 -1.6014 3.4619
H 1.30604 -0.57359 -2.16449 -1.4343 3.5081 1.9945
H 0.06240 0.58353 -3.10957 3.3562 0.2237 4.5549
H 0.82988 -1.58596 1.14191 -0.8015 1.1861 -0.3609
H -1.15707 1.14085 1.43463 0.8674 -2.1618 -0.5214
H -1.28700 -1.28556 2.62776 1.4349 1.7479 -0.9266
N 0.92321 0.49548 -1.94945 -3.3388 -1.9525 -5.3299
N 0.37937 0.18078 0.25129 0.3245 -2.7718 2.2840
N -0.49393 -0.95948 1.99179 -2.1584 1.6850 -0.3903
O 1.02749 -1.18042 0.24673 0.6200 2.3933 -2.3475
S -1.15197 2.13385 -0.88497 2.4170 -1.8487 -0.3511

Entry 3:
13
Properties=species:S:1:pos:R:3:forces:R:3 method="wB97M-V/def2-TZVPD" e_homo_ev=-7.9 e_above_lowest_kcal_mol=115.1 gap_ev=9.02 total_charge=0
C -1.62640 0.37070 0.19596 0.1206 0.0581 -0.0470
C -0.53828 -0.61507 0.53527 -0.0297 0.1040 0.1962
O 0.56728 -0.77931 -0.45760 0.6550 0.3886 0.1938
C 0.71630 -0.24147 1.19088 -0.2511 -0.2529 0.7072
C 1.39151 0.33325 -0.94578 -0.0717 0.0124 -0.5319
H -2.22983 0.54556 1.09479 0.1510 -0.0549 -0.1008
H -2.29560 -0.00967 -0.58394 0.1687 0.0235 0.0914
H -1.21265 1.33220 -0.11408 -0.0274 -0.0669 0.0719
H -0.93374 -1.62219 0.70772 0.0968 0.0832 -0.3496
H 1.19421 -1.15908 1.55863 -0.2613 -0.0255 0.2955
H 0.88826 1.29838 -0.86394 -0.0367 -0.2594 -0.0725
H 2.34025 0.40527 -0.39747 -0.4715 -0.2137 -0.2106
H 1.58062 0.05071 -1.97872 -0.0428 0.2034 -0.2436

Entry 4:
11
Properties=species:S:1:pos:R:3:forces:R:3 method="wB97M-V/def2-TZVPD" e_homo_ev=-9.6 smiles="CC(=O)NN" e_above_lowest_kcal_mol=45.6 gap_ev=10.39 total_charge=0
C -0.15537 -1.12487 0.98423 -0.9985 -0.0020 0.2314
C -0.50783 0.36726 0.77543 1.9887 -1.2139 0.2038
O -1.11072 1.05082 1.55677 -0.5500 0.1592 -0.2054
N 0.20738 0.96737 -0.29766 -3.6859 3.4376 -1.4649
N 0.60381 0.22636 -1.45149 1.2388 0.1309 0.0270
H 0.95242 -1.24448 0.96731 -0.9131 -0.0417 0.1121
H -0.66131 -1.56667 1.91328 0.9541 0.9522 -1.2768
H -0.58305 -1.63091 0.10223 0.4293 -0.1297 0.3116
H -0.43534 1.87555 -0.61414 2.4308 -2.7102 1.4025
H 0.12904 0.52539 -2.30108 -0.5808 -0.0716 0.4495
H 1.56098 0.55419 -1.63486 -0.3134 -0.5106 0.2094

Entry 5:
63
Properties=species:S:1:pos:R:3:forces:R:3 method="wB97M-V/def2-TZVPD" e_homo_ev=-7.7 gap_ev=6.74 total_charge=0
C 6.20025 -2.15538 1.78305 -0.4435 0.5864 0.4362
O 5.48450 -1.03473 2.35987 -0.3262 -0.2637 -0.3358
C 4.14798 -0.85956 2.11392 -0.4452 -0.5803 -0.2278
C 3.33695 -1.78306 1.41542 0.4536 0.4078 0.1298
C 2.01493 -1.43641 1.09902 -0.1115 0.1594 0.3634
C 1.42653 -0.21295 1.48186 1.3476 -0.1124 -0.2312
C 0.05650 0.12163 0.92361 0.8003 3.1140 -0.3360
C -0.97518 -0.74593 1.45875 -1.2205 -2.0843 0.8403
C -2.37518 -0.41432 1.70003 -0.1382 -0.9481 -0.0329
C -3.13988 0.71307 1.44197 -0.6526 0.3738 -0.1210
C -4.53795 0.62210 1.48333 0.4087 0.5385 0.0560
C -5.19313 -0.58085 1.80144 0.5926 -0.4910 0.1219
C -4.44426 -1.72787 2.11622 -0.4874 0.7495 -0.0581
C -3.05735 -1.59249 2.13543 1.0607 -0.4890 -1.0370
N -2.09149 -2.60491 2.22161 -0.1208 0.3270 0.4120
C -2.32685 -4.01187 2.54170 0.2771 0.1937 0.0828
C -0.86371 -2.09409 1.89155 -0.1362 1.2705 -0.5032
C 2.24753 0.64508 2.29489 -0.8438 -0.4898 -0.1854
C 3.55618 0.31628 2.62838 0.4303 -0.3501 -0.6048
H 7.23718 -1.93353 2.03962 -0.1265 -0.2571 -0.0778
H 5.87740 -3.09738 2.24834 0.1023 0.2055 -0.1500
H 6.09918 -2.21108 0.69075 -0.1451 0.1224 0.2520
H 3.74861 -2.75092 1.08836 -0.2691 0.6121 0.1483
H 1.39853 -2.18003 0.57889 0.4102 0.4307 -0.0929
H -0.24034 1.18517 1.00858 0.4216 -0.5485 0.9898
H -2.61578 1.62722 1.15686 -0.4319 -0.0915 -0.0587
H -5.13820 1.50595 1.22571 0.3057 -0.4385 0.1983
H -6.28281 -0.61473 1.78809 0.3243 -0.0713 -0.0303
H -4.91997 -2.69533 2.27637 0.0447 0.3419 0.1332
H -3.39980 -4.21755 2.50689 0.2835 -0.0176 -0.1513
H -1.78238 -4.62576 1.80955 -0.3757 0.0708 0.2085
H -1.96777 -4.27968 3.54665 -0.0770 0.2191 -0.2301
H 0.03399 -2.69373 2.06747 -0.5395 0.2148 -0.2976
H 1.84241 1.58831 2.68255 0.0650 -0.3630 -0.2845
H 4.22039 0.97996 3.19386 -0.5145 -0.1587 -0.1324
C 0.09602 0.47890 -1.02955 0.3864 -3.5405 1.8094
C -1.25852 0.78222 -1.50504 -1.3531 0.1312 -0.3857
C -2.24991 -0.21804 -1.34115 0.4076 0.2706 -0.6631
C -3.50660 -0.08742 -1.88997 -0.8935 0.8492 -0.5298
C -3.81450 1.02544 -2.70521 2.0159 -0.3071 1.1909
N -5.10409 1.14596 -3.29578 -2.7906 0.2289 -1.6222
O -5.30131 2.09057 -4.10369 0.4534 -1.8820 1.7099
O -5.98985 0.30179 -3.00477 1.9203 1.7077 -0.4783
C -2.85250 2.04812 -2.86526 -1.0483 -0.1930 0.2928
C -1.66008 2.00466 -2.16627 0.7335 -0.9080 0.2611
C 1.20871 1.26628 -1.62744 1.2668 0.8535 -0.0168
C 1.27277 1.66176 -3.00146 -0.0732 -0.5772 0.7138
C 2.38998 2.30560 -3.51190 0.4017 0.3289 0.3316
C 3.48784 2.60379 -2.68631 -1.5414 -1.1731 1.0873
N 4.55226 3.41034 -3.17794 2.2836 1.5270 -1.6299
O 5.54221 3.66029 -2.45021 -2.1164 -0.6108 -1.3128
O 4.43078 3.84090 -4.35329 0.4293 -0.7221 2.3407
C 3.46482 2.18901 -1.34409 0.3840 0.8303 -0.9338
C 2.31821 1.62211 -0.83220 -0.3915 -0.2710 0.0878
H 0.33657 -0.67725 -0.99106 -0.5359 2.2167 -1.2591
H -2.01796 -1.14064 -0.81213 0.0869 0.2833 -0.1397
H -4.30223 -0.79674 -1.68699 0.2373 -0.0781 -0.1246
H -3.10143 2.89568 -3.49855 0.0222 -0.0850 0.2600
H -1.02534 2.90775 -2.20897 -0.1176 -0.8784 -0.0048
H 0.44637 1.46343 -3.68470 0.2207 -0.0867 0.2752
H 2.43736 2.60943 -4.54895 -0.1220 -0.0003 0.0675
H 4.33545 2.36883 -0.72159 -0.2232 0.1515 0.0001
H 2.28795 1.48658 0.24389 0.0341 -0.2485 -0.5213

Entry 6:
12
Properties=species:S:1:pos:R:3:forces:R:3 method="wB97M-V/def2-TZVPD" e_homo_ev=-9.0 e_above_lowest_kcal_mol=50.6 gap_ev=9.61 total_charge=0
H -1.37303 -0.77784 1.39844 -0.1353 -0.2503 -0.1487
N -1.00443 -0.04267 1.99099 1.1078 1.5116 -0.9957
C -0.32991 0.80423 1.28503 -0.3060 -1.0398 0.9754
N -0.06954 0.78077 -0.08849 0.0067 0.5185 0.4790
S 0.66030 2.15211 -0.80056 0.3239 -0.4408 -0.1788
C -0.29163 -0.34558 -0.90361 0.6962 -1.2198 0.0230
C 0.29472 -1.53141 -0.69510 -0.4420 -1.0989 0.0767
H 0.17655 1.65626 1.75197 -0.3866 -0.1734 0.0467
H 1.94862 1.70122 -1.04092 -0.8106 0.0344 0.3454
H -0.96195 -0.22316 -1.72770 0.0322 0.3821 -0.6866
H 0.73663 -1.80750 0.29527 0.1147 0.5196 -1.1892
H 0.21367 -2.36644 -1.46532 -0.2009 1.2568 1.2530

Entry 7:
11
Properties=species:S:1:pos:R:3:forces:R:3 method="wB97M-V/def2-TZVPD" e_homo_ev="-8.3 / -8.2" e_above_lowest_kcal_mol=185.0 gap_ev="7.79 / 7.72" total_charge=0
O 0.54365 0.66461 -2.23504 0.1228 0.0972 -0.3406
N -0.52360 0.65716 -1.37759 -0.1094 -0.2005 0.5989
C -0.23260 0.10713 -0.27238 -0.0731 0.2691 -0.3387
C -1.06159 -0.33035 0.88720 -0.3328 -0.0757 -0.2320
O -0.09615 -1.25512 1.15585 0.0238 -0.2547 0.4347
C 0.83510 -0.66866 0.37232 0.2373 -0.1025 -0.3749
H 0.17435 1.03777 -3.04735 0.1083 -0.0333 0.1549
H -2.10136 -0.60641 1.00164 0.1082 0.0648 0.0125
H -0.00628 0.87211 1.86362 0.2507 0.0718 -0.0196
H 0.77895 0.78707 1.67352 -0.2152 0.1071 0.0748
H 1.77422 -1.14198 0.13599 -0.1207 0.0568 0.0301